No. 1
{"formula": "C55H34Cl4F6N8PSeTl", "method": "ωB97M-V/def2-TZVPD", "symbols": ["Tl", "Cl", "C", "C", "C", "C", "C", "C", "C", "C", "C", "C", "C", "C", "C", "C", "C", "C", "Cl", "C", "C", "C", "N", "C", "C", "C", "C", "C", "C", "Cl", "C", "C", "C", "C", "C", "C", "N", "C", "C", "C", "C", "C", "N", "C", "C", "C", "C", "Cl", "C", "C", "C", "C", "N", "H", "H", "H", "H", "H", "H", "H", "H", "H", "H", "H", "H", "H", "H", "H", "H", "H", "H", "H", "H", "H", "H", "H", "H", "Se", "N", "C", "C", "C", "C", "N", "C", "N", "H", "H", "H", "C", "C", "C", "C", "N", "C", "C", "H", "H", "H", "H", "H", "H", "H", "F", "P", "F", "F", "F", "F", "F"], "xyz": [[0.5877, -0.1396, 0.5039], [9.6863, 1.4487, 2.9599], [8.0788, 1.2749, 2.3240], [7.8787, 0.6856, 1.0899], [6.5987, 0.5669, 0.5774], [5.4649, 1.0438, 1.2571], [5.7150, 1.5586, 2.5457], [6.9883, 1.6921, 3.0658], [4.0724, 0.8860, 0.7918], [3.7301, -0.0013, -0.2567], [4.5024, -0.2816, -1.4457], [3.8119, -1.1759, -2.1899], [2.5964, -1.4725, -1.4796], [1.6910, -2.4422, -1.8459], [2.0195, -3.2006, -3.0905], [1.9439, -2.5853, -4.3370], [2.2688, -3.2741, -5.4959], [2.6628, -4.5980, -5.4103], [3.0644, -5.4690, -6.8591], [2.7453, -5.2340, -4.1828], [2.4346, -4.5291, -3.0310], [0.5000, -2.8453, -1.1544], [-0.0994, -2.2282, -0.0911], [-1.2071, -2.9736, 0.2335], [-2.1829, -2.7715, 1.2391], [-3.2430, -3.8323, 1.3584], [-4.2950, -3.8201, 0.4491], [-5.4029, -4.6287, 0.6389], [-5.4486, -5.4639, 1.7423], [-6.8497, -6.4541, 2.0045], [-4.4024, -5.5056, 2.6462], [-3.3056, -4.6821, 2.4524], [-2.0884, -0.5374, 2.2764], [-3.1628, 0.3744, 2.8451], [-2.3943, 1.5988, 3.1300], [-1.1631, 1.4698, 2.5991], [-0.9847, 0.1675, 2.0370], [-0.1489, 2.4959, 2.6716], [1.1387, 2.4297, 2.2363], [2.0950, 3.5043, 2.3276], [3.2656, 3.0351, 1.8548], [3.0554, 1.6675, 1.4202], [1.7656, 1.3377, 1.6301], [-0.5889, 3.7684, 3.3031], [-0.0380, 4.1799, 4.5131], [-0.4472, 5.3582, 5.1181], [-1.4158, 6.1276, 4.4979], [-1.9460, 7.5998, 5.2539], [-1.9729, 5.7412, 3.2889], [-1.5626, 4.5589, 2.6961], [-1.2881, -4.0911, -0.6314], [-0.2504, -3.9952, -1.5146], [2.5658, -0.7059, -0.3230], [8.7248, 0.3080, 0.5315], [6.5036, 0.0671, -0.3696], [4.8829, 1.8335, 3.1747], [7.1316, 2.0987, 4.0579], [5.4033, 0.2172, -1.7545], [4.1060, -1.6017, -3.1343], [1.6228, -1.5546, -4.4054], [2.2291, -2.7847, -6.4598], [3.0593, -6.2675, -4.1281], [2.5243, -5.0117, -2.0660], [-4.2713, -3.1335, -0.3895], [-6.2325, -4.5992, -0.0538], [-4.4669, -6.1432, 3.5170], [-2.5011, -4.6784, 3.1770], [-3.7365, -0.0491, 3.6688], [-2.7964, 2.4484, 3.6530], [1.8763, 4.4995, 2.6745], [4.1838, 3.5808, 1.7191], [0.7078, 3.5563, 4.9905], [-0.0192, 5.6740, 6.0596], [-2.7215, 6.3591, 2.8126], [-1.9779, 4.2555, 1.7435], [-2.0422, -4.8582, -0.5873], [-0.0156, -4.6786, -2.3108], [-5.7401, -1.5178, 3.9031], [-6.1378, -0.5296, 2.5148], [-5.3561, -0.0714, 1.5104], [-5.9697, 0.0404, 0.2352], [-5.3195, 0.6161, -0.8308], [-4.0459, 1.1503, -0.6305], [-3.4589, 1.0918, 0.5517], [-4.0476, 0.4988, 1.5841], [-2.4551, -1.7975, 2.0630], [-6.9707, -0.3608, 0.1357], [-5.7824, 0.6532, -1.8101], [-3.4799, 1.6309, -1.4224], [-0.9191, 0.5636, -5.8924], [-0.6001, 0.4710, -4.4307], [-1.4794, -0.1450, -3.5448], [-1.1633, -0.2085, -2.2047], [-0.0161, 0.2698, -1.7213], [0.8282, 0.8732, -2.5541], [0.5683, 1.0055, -3.9029], [-1.4813, -0.3094, -6.2227], [-0.0140, 0.6514, -6.4923], [-1.5316, 1.4493, -6.0746], [-2.4095, -0.5699, -3.8996], [-1.8451, -0.6521, -1.4887], [1.7380, 1.2706, -2.1234], [1.2707, 1.5367, -4.5321], [-0.2875, 2.4768, -0.2109], [-0.4905, 3.9130, -1.0178], [-1.1342, 3.0884, -2.2630], [-0.6689, 5.2952, -1.8150], [0.1512, 4.6832, 0.2435], [-1.9545, 4.0490, -0.3660], [0.9888, 3.7127, -1.6515]], "forces_ev_per_a": [[-0.51, -0.03, -0.21], [0.08, 0.00, 0.04], [-0.13, -0.02, -0.04], [0.07, 0.03, 0.06], [-0.06, 0.06, -0.03], [0.25, 0.05, 0.11], [-0.12, -0.06, -0.18], [0.07, 0.00, 0.02], [-0.08, -0.18, -0.41], [-0.45, 0.23, 0.82], [0.01, -0.44, -0.72], [0.54, 0.35, 0.15], [-0.73, -0.85, -0.17], [0.92, 0.69, 0.02], [-0.02, -0.04, -0.08], [-0.10, -0.07, 0.02], [0.07, -0.01, -0.06], [-0.04, 0.07, 0.09], [0.01, -0.03, -0.04], [0.05, -0.05, 0.02], [0.02, 0.07, 0.01], [-0.76, -0.35, 0.22], [0.32, -0.06, -0.02], [0.24, -0.41, -0.63], [-0.53, 0.80, 0.82], [-0.15, -0.10, 0.12], [0.01, 0.10, 0.02], [0.00, -0.05, -0.03], [0.14, 0.10, -0.07], [-0.09, -0.10, 0.01], [-0.05, -0.01, 0.06], [0.14, 0.08, 0.00], [0.20, 1.09, 0.14], [0.49, -0.20, -0.53], [-0.01, -0.11, -0.21], [-0.40, 0.20, 0.41], [-0.17, -0.65, 0.05], [0.54, 0.08, -0.16], [-0.65, 0.23, 0.26], [0.31, -0.04, -0.08], [-0.06, 0.23, 0.11], [-0.29, -0.24, 0.04], [0.57, -0.08, 0.06], [-0.03, 0.09, 0.16], [-0.05, -0.09, -0.05], [0.02, 0.03, 0.02], [0.04, -0.12, -0.07], [-0.02, 0.10, 0.04], [-0.02, 0.01, 0.01], [0.02, -0.04, -0.02], [-0.21, 0.19, 0.28], [0.47, 0.20, -0.11], [0.33, 0.09, 0.01], [-0.01, 0.01, -0.02], [0.09, 0.00, 0.11], [-0.02, 0.04, 0.04], [0.00, 0.01, 0.00], [-0.05, -0.03, 0.03], [-0.01, 0.05, -0.04], [-0.02, 0.06, 0.05], [-0.05, -0.01, 0.00], [0.02, 0.01, -0.01], [-0.03, -0.03, 0.00], [-0.01, 0.00, 0.01], [-0.01, 0.01, 0.02], [0.01, -0.02, -0.02], [-0.03, 0.02, 0.03], [0.00, -0.21, -0.02], [0.08, 0.09, -0.06], [-0.01, 0.00, -0.03], [0.03, -0.01, 0.04], [0.01, 0.03, 0.02], [-0.03, 0.01, 0.01], [0.01, 0.01, 0.01], [-0.01, 0.03, 0.08], [0.02, 0.02, -0.02], [-0.02, 0.01, -0.05], [0.39, -0.53, 0.68], [-0.49, 0.48, -0.84], [0.10, 0.27, 0.43], [0.13, -0.06, -0.13], [0.02, -0.08, 0.05], [-0.02, 0.03, -0.02], [0.33, -0.12, 0.11], [-0.55, -0.19, -0.18], [0.14, -0.82, -0.44], [0.00, 0.00, 0.03], [-0.02, 0.06, 0.02], [-0.07, 0.07, 0.00], [-0.03, 0.08, 0.04], [0.03, -0.08, 0.09], [0.02, 0.07, -0.06], [-0.09, -0.01, 0.05], [-0.09, -0.01, -0.04], [0.06, 0.11, 0.00], [-0.03, -0.02, -0.04], [0.00, 0.01, -0.02], [-0.01, 0.01, 0.00], [0.00, -0.01, -0.04], [-0.02, 0.01, 0.06], [0.02, -0.06, -0.02], [0.00, 0.03, 0.03], [0.03, -0.04, 0.02], [-0.10, 0.19, -0.09], [-0.05, -0.20, -0.18], [0.08, 0.02, 0.06], [0.00, -0.06, 0.05], [0.08, 0.07, 0.03], [-0.08, 0.03, -0.04], [0.04, -0.03, -0.04]], "lowdin_spin": [0.0006, -0.0001, -0.0003, 0.0000, -0.0003, -0.0001, -0.0002, 0.0001, -0.0016, 0.0010, -0.0011, 0.0007, -0.0010, 0.0035, 0.0004, 0.0002, 0.0000, 0.0001, 0.0000, 0.0000, 0.0002, -0.0002, 0.0013, 0.0008, 0.0010, 0.0007, 0.0002, 0.0006, 0.0028, 0.0009, 0.0024, 0.0012, 0.0018, 0.0087, -0.0022, 0.0012, 0.0024, -0.0022, 0.0013, 0.0005, 0.0009, 0.0010, -0.0008, -0.0002, -0.0001, 0.0000, -0.0001, 0.0000, 0.0000, -0.0001, -0.0004, 0.0005, 0.0010, 0.0000, -0.0001, 0.0000, 0.0000, -0.0001, 0.0001, 0.0000, 0.0000, 0.0000, 0.0000, 0.0001, 0.0000, 0.0000, -0.0001, 0.0142, -0.0001, 0.0000, 0.0000, 0.0000, 0.0000, 0.0000, 0.0000, 0.0000, 0.0000, 0.4747, 0.3387, 0.0279, 0.0370, -0.0011, 0.0421, -0.0049, 0.0380, 0.0012, 0.0023, -0.0011, 0.0025, 0.0000, 0.0000, 0.0001, 0.0005, 0.0003, 0.0000, 0.0001, 0.0000, 0.0000, 0.0000, 0.0000, 0.0005, 0.0000, 0.0000, 0.0000, 0.0000, 0.0000, 0.0000, 0.0000, 0.0001, 0.0000], "total_charge": -1, "s_squared": 0.76, "e_lumo_ha": [0.0017, 0.0019], "fmax_ev_per_a": 1.262, "spin_multiplicity": 2}

No. 2
{"formula": "C4H6N2", "method": "ωB97M-V/def2-TZVPD", "symbols": ["N", "C", "C", "C", "C", "N", "H", "H", "H", "H", "H", "H"], "xyz": [[2.9330, -0.5123, -1.0841], [1.9782, -0.3956, -0.4417], [0.7532, -0.2887, 0.3672], [0.1764, 1.1423, 0.2959], [-1.3730, 0.1166, -0.2097], [-0.4037, -0.9769, -0.2382], [0.9802, -0.7236, 1.3532], [-1.0444, 0.7694, 0.7467], [0.1378, 1.6910, 1.2534], [-1.6161, 0.6303, -1.1395], [-2.3112, -0.1846, 0.2876], [-0.2105, -1.2679, -1.1907]], "forces_ev_per_a": [[-0.90, 0.11, 0.61], [0.83, -0.15, -0.54], [0.14, -0.02, 0.02], [0.12, 0.06, 0.18], [-0.33, -0.13, -0.19], [0.05, 0.01, -0.18], [-0.04, 0.11, -0.15], [-0.01, 0.10, -0.01], [-0.02, -0.09, -0.05], [0.09, -0.11, 0.18], [0.10, 0.08, 0.00], [-0.03, 0.03, 0.14]], "lowdin_charge": [0.1494, -0.1833, -0.4148, 0.0048, -0.1328, -0.0351, 0.1344, 0.0866, 0.0487, 0.1096, 0.1174, 0.1152], "relative_energy_kj_mol": 571.9, "e_lumo_ha": 0.0157, "fmax_ev_per_a": 1.097}

No. 3
{"formula": "C34H42GeN9O3SV", "method": "ωB97M-V/def2-TZVPD", "symbols": ["V", "O", "C", "C", "C", "C", "C", "C", "N", "H", "H", "H", "H", "H", "H", "H", "C", "N", "C", "N", "C", "N", "C", "C", "C", "C", "C", "C", "C", "N", "N", "C", "O", "C", "C", "C", "C", "C", "C", "N", "C", "N", "C", "N", "C", "H", "H", "H", "H", "H", "H", "H", "H", "H", "H", "H", "H", "H", "H", "H", "H", "C", "Ge", "C", "C", "C", "H", "H", "H", "H", "H", "H", "H", "H", "H", "H", "H", "O", "S", "C", "C", "C", "C", "H", "H", "H", "H", "H", "H", "H", "H"], "xyz": [[-0.1972, 0.1142, 0.0818], [-0.5017, 1.9612, 0.8030], [0.2698, 2.3576, 1.9564], [0.7026, 1.0938, 2.6521], [1.2326, 1.1324, 3.9278], [1.5588, -0.0562, 4.5554], [1.3353, -1.2503, 3.8841], [0.8152, -1.2066, 2.6109], [0.5068, -0.0564, 1.9858], [-1.2006, 2.5721, 0.5431], [-0.3251, 2.9742, 2.6269], [1.1346, 2.9374, 1.6335], [1.3721, 2.0861, 4.4214], [1.9654, -0.0515, 5.5584], [1.5591, -2.2031, 4.3432], [0.6245, -2.1153, 2.0561], [4.5894, 2.6736, -1.2818], [3.6210, 1.6926, -0.7781], [2.3012, 1.6674, -0.9119], [1.8214, 0.5508, -0.3629], [2.9472, -0.0847, 0.0845], [4.0471, 0.5800, -0.1440], [4.9272, 2.4686, -2.7413], [5.3661, 3.5460, -3.5025], [5.7754, 3.3491, -4.8145], [5.7468, 2.0828, -5.3775], [5.2891, 1.0102, -4.6221], [4.8799, 1.2043, -3.3066], [5.2485, -0.3359, -5.1905], [5.8689, -0.8111, -6.2096], [5.4995, -2.1495, -6.3053], [4.6854, -2.3727, -5.3374], [4.4758, -1.2659, -4.5778], [3.9548, -3.5895, -4.9843], [4.3965, -4.8410, -5.3883], [3.6716, -5.9651, -5.0184], [2.5105, -5.8424, -4.2711], [2.0545, -4.5840, -3.8865], [0.7408, -4.4836, -3.1409], [0.4817, -3.1481, -2.6024], [0.5347, -2.7288, -1.3435], [0.2775, -1.4293, -1.2952], [0.0728, -1.1072, -2.6114], [0.1734, -2.1240, -3.4243], [2.7864, -3.4642, -4.2359], [5.4786, 2.5421, -0.6686], [4.1972, 3.6733, -1.1057], [1.7276, 2.4405, -1.3999], [2.9418, -1.0405, 0.5832], [5.4087, 4.5384, -3.0665], [6.1176, 4.1917, -5.4008], [6.0725, 1.9150, -6.3961], [4.5618, 0.3470, -2.7263], [5.2971, -4.9272, -5.9818], [4.0164, -6.9478, -5.3131], [1.9525, -6.7314, -3.9964], [0.7167, -5.1847, -2.3078], [-0.0864, -4.7194, -3.8082], [0.7458, -3.3730, -0.5052], [-0.1513, -0.1129, -2.9562], [2.4528, -2.4719, -3.9687], [-3.7596, -2.2502, 2.6007], [-2.9883, -0.6322, 1.8377], [-4.3001, 0.3810, 0.7974], [-2.4418, 0.5213, 3.3242], [-1.6161, -1.2786, 0.5438], [-4.6273, -2.0122, 3.2188], [-3.0258, -2.7616, 3.2260], [-4.0768, -2.9293, 1.8085], [-5.0050, 0.8916, 1.4556], [-4.8669, -0.2882, 0.1463], [-3.7900, 1.1239, 0.1792], [-3.3201, 0.6199, 3.9653], [-2.1666, 1.5267, 2.9984], [-1.6364, 0.0977, 3.9268], [-2.1802, -1.4310, -0.3860], [-1.3230, -2.2703, 0.8970], [-1.6046, 1.2854, -1.3930], [-2.1023, 1.8937, -2.7077], [-3.3177, 0.7263, -3.3820], [-4.5554, 1.5479, -3.7183], [-4.7434, 2.4905, -2.5331], [-3.3771, 3.1286, -2.2932], [-3.4986, 0.0168, -2.5712], [-2.8730, 0.2112, -4.2314], [-5.4195, 0.9050, -3.8761], [-4.3953, 2.1179, -4.6357], [-5.0552, 1.9263, -1.6529], [-5.4981, 3.2506, -2.7282], [-3.1974, 3.4476, -1.2666], [-3.1946, 3.9702, -2.9628]], "forces_ev_per_a": [[-1.59, -0.21, -1.32], [0.39, 0.44, 0.70], [-0.03, -0.10, 0.01], [-0.15, -0.12, -0.07], [0.05, 0.08, 0.03], [0.01, 0.04, 0.02], [0.05, -0.03, 0.10], [-0.05, 0.07, -0.14], [0.48, -0.11, 1.11], [0.03, -0.03, -0.08], [-0.10, -0.01, -0.01], [0.04, 0.03, -0.09], [-0.01, -0.04, 0.02], [0.00, -0.01, -0.03], [0.00, 0.01, -0.02], [-0.01, 0.02, -0.01], [0.03, -0.07, -0.11], [0.16, 0.10, 0.00], [0.03, -0.12, 0.04], [0.67, 0.55, -0.15], [-0.10, 0.03, -0.01], [-0.08, 0.03, -0.12], [-0.05, -0.03, -0.01], [0.02, -0.01, 0.03], [0.01, 0.02, -0.01], [0.02, 0.03, -0.05], [-0.04, -0.03, 0.04], [0.02, -0.03, 0.00], [0.05, -0.02, -0.03], [0.02, -0.08, -0.04], [0.05, 0.06, -0.06], [0.01, 0.00, -0.04], [-0.13, 0.02, 0.14], [-0.03, 0.03, 0.08], [0.03, -0.01, -0.04], [0.01, -0.05, -0.01], [-0.03, 0.01, -0.01], [0.05, 0.01, 0.01], [0.09, 0.05, -0.07], [-0.05, -0.16, -0.09], [0.03, 0.03, 0.10], [0.04, -0.04, -0.75], [0.07, -0.14, 0.06], [0.00, -0.03, 0.16], [0.05, 0.05, 0.00], [-0.01, 0.01, 0.09], [-0.06, 0.01, 0.02], [0.02, -0.02, 0.01], [-0.02, 0.04, 0.00], [-0.02, -0.03, -0.03], [0.01, -0.03, 0.01], [-0.02, 0.02, 0.03], [0.00, 0.02, 0.00], [-0.01, 0.00, 0.03], [-0.01, 0.04, -0.01], [0.02, 0.03, -0.01], [-0.04, 0.03, 0.05], [-0.07, 0.00, 0.01], [-0.01, -0.01, -0.03], [0.03, 0.00, 0.01], [0.01, -0.04, 0.01], [-0.11, 0.02, 0.04], [-0.15, -0.15, -0.11], [-0.05, 0.01, 0.02], [0.09, 0.01, -0.01], [-0.27, 0.30, 0.22], [0.04, -0.03, -0.02], [-0.02, -0.01, -0.02], [0.01, 0.00, 0.03], [0.01, -0.01, -0.04], [0.03, 0.05, -0.01], [-0.03, -0.02, 0.01], [0.04, 0.02, 0.01], [0.00, -0.04, 0.04], [-0.03, 0.03, -0.01], [0.05, -0.09, 0.01], [0.11, 0.05, 0.04], [0.31, -0.22, 0.36], [0.07, -0.15, -0.02], [0.02, -0.05, -0.11], [0.00, 0.05, 0.07], [0.00, 0.00, -0.01], [-0.06, -0.02, 0.02], [0.00, 0.02, 0.02], [0.00, -0.02, 0.01], [0.02, -0.04, -0.01], [-0.02, -0.02, -0.02], [0.00, 0.01, 0.00], [0.02, 0.02, 0.01], [0.05, 0.01, -0.02], [0.00, 0.00, 0.02]], "lowdin_spin": [1.9874, 0.0059, 0.0047, 0.0098, -0.0018, 0.0110, -0.0004, 0.0142, 0.0016, 0.0012, 0.0005, 0.0004, -0.0003, 0.0006, -0.0002, 0.0015, 0.0001, 0.0031, 0.0079, 0.0035, 0.0059, 0.0013, 0.0001, 0.0000, 0.0000, 0.0000, 0.0000, 0.0000, 0.0000, 0.0000, 0.0000, 0.0000, 0.0000, 0.0000, 0.0000, 0.0000, 0.0000, 0.0001, 0.0002, 0.0027, 0.0047, -0.0014, 0.0044, -0.0003, 0.0000, 0.0000, 0.0000, 0.0004, 0.0006, 0.0000, 0.0000, 0.0000, 0.0000, 0.0000, 0.0000, 0.0000, 0.0000, 0.0000, 0.0002, 0.0006, 0.0000, -0.0070, -0.0096, -0.0004, 0.0005, -0.0769, -0.0010, 0.0000, 0.0000, -0.0002, 0.0001, 0.0000, 0.0001, 0.0000, 0.0000, 0.0039, -0.0006, 0.0155, 0.0041, 0.0010, 0.0002, 0.0000, -0.0001, 0.0002, 0.0001, 0.0000, 0.0000, 0.0000, 0.0000, 0.0000, 0.0000], "total_charge": 2, "s_squared": 2.04, "relative_energy_kj_mol": 48.0, "e_lumo_ha": [-0.1936, -0.1961], "fmax_ev_per_a": 2.072, "spin_multiplicity": 3}

No. 4
{"formula": "C4H8O2", "method": "ωB97M-V/def2-TZVPD", "symbols": ["C", "C", "C", "O", "C", "O", "H", "H", "H", "H", "H", "H", "H", "H"], "xyz": [[-1.2063, -1.2109, 0.2542], [-0.2728, -0.0337, 0.4238], [1.1656, -0.3742, 0.0324], [2.0909, 0.6299, 0.3238], [-0.0381, 1.9885, -0.7366], [-0.8421, 1.0225, -0.4388], [-2.2268, -0.9453, 0.5397], [-0.8695, -2.0506, 0.8683], [-1.2109, -1.5268, -0.7950], [-0.2798, 0.3793, 1.4370], [1.4479, -1.2593, 0.6145], [1.1761, -0.6745, -1.0332], [1.6685, 1.4470, -0.0286], [-0.6028, 2.6078, -1.4615]], "forces_ev_per_a": [[0.00, -0.06, 0.02], [0.09, -0.16, 0.14], [-0.28, -0.33, -0.01], [0.01, 0.21, 0.01], [-0.30, -0.07, -0.19], [0.52, 0.26, -0.22], [0.12, -0.05, -0.02], [-0.08, 0.12, -0.05], [-0.01, 0.01, 0.17], [-0.06, -0.09, -0.10], [-0.07, 0.06, -0.10], [0.00, 0.14, 0.16], [0.20, -0.05, 0.04], [-0.14, 0.03, 0.15]], "lowdin_charge": [-0.0410, -0.3389, -0.2636, -0.0951, 0.0877, -0.0929, 0.0855, 0.0889, 0.0912, 0.1554, 0.1285, 0.1329, 0.0198, 0.0418], "relative_energy_kj_mol": 357.1, "e_lumo_ha": 0.0153, "fmax_ev_per_a": 0.623}